No. 1
The following is a DFT calculation (the ωB97M-V functional and the def2-TZVPD basis) of the ion C9H10NOS with charge +1 in a non-equilibrium geometry.

Geometry as XYZ:
```
22
C9H10NOS, DFT the ωB97M-V functional and the def2-TZVPD basis
C -2.21166 -1.82953 0.59132
C -2.40955 -0.46139 1.00502
C -1.03423 -2.25684 -0.01635
C -1.50075 0.47155 0.57124
C -0.07602 -1.32519 -0.42902
C -0.24522 0.06681 -0.08987
C 2.54204 0.09969 0.34453
C 1.21227 -1.76157 -1.07609
C 0.76984 2.26313 -0.53567
N 0.59750 0.86891 -0.76823
O 3.08116 0.79859 1.19152
S 2.72243 -1.48747 0.06873
H -2.96544 -2.54037 0.80446
H -3.26808 -0.27023 1.60719
H -0.92521 -3.36230 -0.25895
H -1.49295 1.53827 0.83078
H 1.04750 -2.80102 -1.36147
H 1.58505 -1.19487 -1.84400
H -0.14544 2.75802 -0.72752
H 1.42430 2.59408 -1.35712
H 1.28179 2.35549 0.45372
H 3.76989 0.58555 1.85667
```

For the gap between HOMO and LUMO (alpha / beta), the calculation gives 0.244 / 0.258 Eh. The energy above the lowest of the compared OMol25 structures with the same formula, charge and spin comes out at 91.1 kcal/mol. The value obtained for the highest occupied orbital energy (alpha / beta) is -12.04 / -12.46 eV. For the maximum force, the calculation gives 3.950 eV/Å. As for the charge: +1.

No. 2
The following is a DFT calculation (the ωB97M-V functional and the def2-TZVPD basis) of the ion C9H10NS2 with charge +1 in a non-equilibrium geometry.

Geometry as XYZ:
```
22
C9H10NS2, DFT the ωB97M-V functional and the def2-TZVPD basis
S -3.93704 3.14157 -0.94872
S -2.67946 2.22709 0.67084
C -1.17427 1.35277 0.25368
C -0.36598 0.76158 1.17432
N 0.71345 -0.11089 0.79631
C 1.39835 -0.67495 1.78898
C 2.12522 -1.81940 1.58235
C 2.14586 -2.41681 0.34661
C 1.55594 -1.74505 -0.70726
C 0.76369 -0.62594 -0.45833
C -0.18834 -0.13813 -1.54160
C -0.73614 1.20100 -1.19637
H -4.86826 3.41195 0.01585
H -0.51599 1.07026 2.12642
H 1.08040 -0.36309 2.72416
H 2.68564 -2.12470 2.51875
H 2.63174 -3.45858 0.19005
H 1.70471 -2.02668 -1.66896
H 0.21147 -0.17585 -2.69226
H -0.94430 -0.85208 -1.66130
H -1.54782 1.43030 -1.96113
H -0.05887 1.93563 -1.35241
```

For the gap between HOMO and LUMO, the calculation gives 0.267 Eh. The energy above the lowest of the compared OMol25 structures with the same formula, charge and spin comes out at 15.8 kcal/mol. The value obtained for the highest occupied orbital energy is -11.66 eV. For the maximum force, the calculation gives 4.036 eV/Å. As for the charge: +1.

No. 3
The following is a DFT calculation (the ωB97M-V functional and the def2-TZVPD basis) of an isolated molecule of C9H10O in a non-equilibrium geometry.

Geometry as XYZ:
```
20
C9H10O, DFT the ωB97M-V functional and the def2-TZVPD basis
C 2.52284 0.66714 0.04933
C 2.55050 -0.68357 0.12810
C 1.45196 -1.57444 0.03035
C 0.34720 -1.20345 -0.66785
C -1.18873 -1.24283 -0.46840
C -1.59770 0.04246 0.25771
C -1.22253 1.41754 -0.44516
C 0.22237 1.12323 -0.72316
C 1.30103 1.43614 0.02153
O 0.45923 0.01391 -1.59410
H 3.49832 1.10694 0.34143
H 3.51302 -1.27907 0.28000
H 1.58080 -2.55582 0.38840
H -1.49444 -2.12277 0.24281
H -1.58616 -1.44985 -1.48636
H -0.91449 0.00992 1.13886
H -2.69885 0.06353 0.53828
H -1.71394 1.58418 -1.41043
H -1.44490 2.19566 0.30628
H 1.31304 2.27730 0.68828
```

For the gap between HOMO and LUMO, the calculation gives 0.327 Eh. The energy above the lowest of the compared OMol25 structures with the same formula, charge and spin comes out at 30.6 kcal/mol. The value obtained for the highest occupied orbital energy is -8.31 eV. For the maximum force, the calculation gives 3.354 eV/Å. As for the charge: 0.

No. 4
The following is a DFT calculation (the ωB97M-V functional and the def2-TZVPD basis) of a structure of composition C9H10O2PtSe in a non-equilibrium geometry.

Geometry as XYZ:
```
23
C9H10O2PtSe, DFT the ωB97M-V functional and the def2-TZVPD basis
Pt -0.23918 2.19368 -1.37722
C -0.48352 0.14742 2.61190
C -0.13112 0.37076 1.17045
O -0.27373 1.58788 0.72037
C 0.04383 -0.84684 0.33405
C 0.18529 -2.09252 0.92608
C 0.30658 -3.26797 0.17227
C 0.47961 -3.26077 -1.14553
C 0.45162 -2.02199 -1.82373
C 0.21032 -0.79569 -1.11571
O 0.25123 0.26883 -1.84710
H 0.19429 0.10929 3.45750
H -0.59128 -0.92046 2.69098
H -0.96693 1.01745 2.93601
H 0.13988 -2.21459 2.00744
H 0.35667 -4.16457 0.78052
H 0.71082 -4.19811 -1.68682
H 0.75627 -1.98095 -2.85446
Se 0.01512 2.95964 -3.58896
C -0.52336 3.99580 -0.62766
H 0.26800 4.18085 -1.39431
H -0.27145 3.92497 0.45995
H -0.88897 5.00790 -0.80601
```

For the gap between HOMO and LUMO (alpha / beta), the calculation gives 0.135 / 0.198 Eh. The expectation value of S² is 2.0296. The value obtained for the highest occupied orbital energy (alpha / beta) is 1.75 / 0.00 eV. As for the multiplicity: 3. For the maximum force, the calculation gives 3.494 eV/Å. As for the charge: -2.

No. 5
The following is a DFT calculation (the ωB97M-V functional and the def2-TZVPD basis) of a structure of composition C9H10O2S in a non-equilibrium geometry.

Geometry as XYZ:
```
22
C9H10O2S, DFT the ωB97M-V functional and the def2-TZVPD basis
C 1.72541 -1.07278 -1.12143
C 0.38580 -1.19352 -1.61196
C -2.01834 -0.27581 -1.16466
C 2.28221 -0.17822 -0.29723
C -2.54993 0.66847 -0.37601
C -0.61450 -0.53458 -1.06796
C 1.50366 0.79577 0.49247
C 0.02259 0.43303 0.57894
C -0.01506 -0.65028 1.67585
O -1.73582 1.77870 1.87134
O -1.04988 2.72593 -0.27644
S -1.30358 1.56761 0.53460
H 2.50154 -1.66554 -1.68345
H 0.24964 -1.98194 -2.41827
H -2.48225 -1.09725 -1.83146
H 3.31203 -0.37151 0.02808
H -3.58990 0.93618 -0.36542
H 1.86849 0.94481 1.44276
H 1.65129 1.75001 -0.13954
H 0.52825 -1.49736 1.25965
H -1.09983 -0.92519 1.83751
H 0.42817 -0.15655 2.63265
```

For the gap between HOMO and LUMO, the calculation gives 0.308 Eh. The energy above the lowest of the compared OMol25 structures with the same formula, charge and spin comes out at 71.9 kcal/mol. The value obtained for the highest occupied orbital energy is -8.79 eV. For the maximum force, the calculation gives 5.184 eV/Å. As for the charge: 0.

No. 6
The following is a DFT calculation (the ωB97M-V functional and the def2-TZVPD basis) of an isolated molecule of C9H10O2S2 in a non-equilibrium geometry.

Geometry as XYZ:
```
23
C9H10O2S2, DFT the ωB97M-V functional and the def2-TZVPD basis
C -3.65670 0.06594 0.22744
C -2.94389 1.26759 0.00314
C -3.00985 -1.13083 0.31498
C -1.54644 1.19806 -0.10545
C -1.61547 -1.18348 0.24867
C -0.85982 -0.03992 0.01401
C 2.98654 -0.72757 0.70864
C 3.01113 0.60409 0.05244
C 0.54044 -0.12897 0.03345
O 1.88695 -1.74986 -1.40640
O 1.22037 2.26724 -0.87666
S 1.44452 -1.53125 0.23399
S 1.38645 1.47219 0.32116
H -4.68793 0.18461 0.42963
H -3.46103 2.29394 -0.07778
H -3.65995 -2.00486 0.38834
H -1.11376 2.04124 -0.60206
H -1.02321 -2.11275 0.12959
H 3.81043 -1.28191 0.64733
H 2.91547 -0.49255 1.75831
H 3.95490 1.25071 0.35042
H 2.95225 0.45024 -1.03279
H 1.46858 -0.71191 -1.76040
```

For the gap between HOMO and LUMO, the calculation gives 0.287 Eh. The energy above the lowest of the compared OMol25 structures with the same formula, charge and spin comes out at 120.2 kcal/mol. The value obtained for the highest occupied orbital energy is -7.59 eV. For the maximum force, the calculation gives 4.591 eV/Å. As for the charge: 0.

No. 7
The following is a DFT calculation (the ωB97M-V functional and the def2-TZVPD basis) of a cluster of 2 separate species, C9H10O3 in total in a non-equilibrium geometry.

Geometry as XYZ:
```
22
C9H10O3, DFT the ωB97M-V functional and the def2-TZVPD basis
C 4.17376 -1.31558 0.22979
C 2.97342 -0.17913 -0.06979
C 0.44004 -0.15047 -0.14211
C -0.73719 -1.00419 0.01237
C -1.92942 -0.31131 0.14404
C -3.18053 -1.11806 0.22984
C -2.02195 1.09036 -0.00011
C -0.84406 1.79034 0.11524
C 0.33073 1.15968 -0.10948
H 4.00614 -1.64200 1.23256
H 5.10521 -0.78316 0.29243
H 4.14111 -2.40286 -0.38748
H 3.20012 0.56595 -0.71597
H 3.12287 0.19826 0.95742
H -0.80560 -2.15203 0.08234
H -3.01703 -2.26889 0.44045
H -2.90549 1.61612 0.23680
H -0.98002 2.93262 0.07816
H 1.42698 2.66906 0.87489
O 1.66137 -0.72675 -0.47091
O -4.30224 -0.82025 -0.15372
O 1.57548 1.73414 -0.06916
```

For the gap between HOMO and LUMO, the calculation gives 0.306 Eh. The energy above the lowest of the compared OMol25 structures with the same formula, charge and spin comes out at 133.1 kcal/mol. The value obtained for the highest occupied orbital energy is -8.77 eV. For the maximum force, the calculation gives 7.644 eV/Å. As for the charge: 0.

No. 8
The following is a DFT calculation (the ωB97M-V functional and the def2-TZVPD basis) of the ion C9H10O3P with charge -1 in a non-equilibrium geometry.

Geometry as XYZ:
```
23
C9H10O3P, DFT the ωB97M-V functional and the def2-TZVPD basis
C 3.44652 0.69470 -0.46626
C 2.62892 -0.12745 -1.22573
C 2.90937 1.36007 0.62391
C 1.29796 -0.28992 -0.89969
C 1.57864 1.19827 0.95089
C 0.73758 0.36652 0.20174
C -0.64277 0.21332 0.60642
C -1.55482 -0.59905 0.05910
C -2.96109 -0.63551 0.46671
O -3.04927 1.91939 -0.58042
O -5.25507 0.85571 0.17805
O -3.60260 -1.86164 0.17611
P -3.91959 0.72514 -0.45123
H 4.48944 0.81937 -0.72490
H 3.03781 -0.64399 -2.08475
H 3.53620 2.01018 1.22075
H 0.67842 -0.92640 -1.51263
H 1.16777 1.72567 1.80086
H -0.95541 0.83547 1.43566
H -1.31538 -1.23396 -0.78444
H -3.08301 -0.35762 1.52602
H -3.28490 -2.52754 0.79772
H -4.01765 0.03465 -1.67196
```

For the gap between HOMO and LUMO (alpha / beta), the calculation gives 0.185 / 0.224 Eh. The expectation value of S² is 2.0288. The energy above the lowest of the compared OMol25 structures with the same formula, charge and spin comes out at 0.0 kcal/mol. The value obtained for the highest occupied orbital energy (alpha / beta) is -1.74 / -5.28 eV. As for the multiplicity: 3. For the maximum force, the calculation gives 7.072 eV/Å. As for the charge: -1.